ORCA calculation (ωB97M-V/def2-TZVPD) on a structure of composition C30H72FeN10O12.

XYZ file:
```
125
Properties=species:S:1:pos:R:3:forces:R:3
Fe -2.28614 0.75270 -0.85820 -0.2652 -0.4300 0.0509
O -4.07430 1.25432 -1.58310 -0.1113 0.3490 0.0807
H -4.68768 1.82568 -1.08126 0.7424 -0.5932 -0.3516
O -0.68258 0.17588 0.19296 0.8332 -0.2459 -0.0171
H 0.28200 0.21468 0.34332 -1.3756 0.1205 -0.6023
C -0.64243 -1.07764 3.62155 0.7780 -1.9735 2.2219
O -1.15007 -1.84751 4.46300 0.3166 1.5331 -1.5985
N 0.37381 -0.22154 3.95288 0.3037 -0.9883 -0.9239
C 0.92332 0.66999 2.93569 -0.6043 1.8858 0.2692
C 0.87451 -0.07376 5.31522 -0.7622 0.6003 0.3842
H -0.81664 -1.18912 2.54015 -0.2329 0.6534 0.1142
H 0.98836 0.33205 1.90144 0.2222 -0.6503 0.5872
H 1.78877 1.25535 3.24625 0.6692 -1.2710 0.2787
H 0.28708 1.55124 2.85386 -0.8809 -0.0372 -0.2429
H 0.24513 -0.52426 6.08271 -0.6508 0.0599 -0.5645
H 1.85157 -0.47556 5.58357 0.2884 0.1203 -0.9397
H 0.86239 1.01014 5.42967 0.4191 -0.0178 0.7150
C -3.16339 2.77981 1.71124 0.4655 0.4671 -0.1237
O -2.71995 2.12399 0.76865 -0.1179 1.4222 1.8224
N -2.47025 3.70918 2.46989 -0.0514 -1.1174 -0.6963
C -3.02757 4.68500 3.42327 1.2800 -1.0438 0.4767
C -1.05813 3.96663 2.18330 -0.1563 0.2370 -1.1319
H -4.21391 2.67961 2.02520 0.0408 0.0722 0.0368
H -2.45083 4.48971 4.32733 -0.3472 -0.0324 0.5148
H -4.08560 4.58926 3.66721 0.1068 0.0244 -0.5194
H -2.67358 5.68630 3.17791 -0.6739 0.1834 -0.5435
H -0.40985 4.12455 3.04521 -0.5224 0.1712 0.3388
H -0.55268 3.20434 1.59040 -0.6528 -0.3987 0.0172
H -1.08780 4.84539 1.53909 0.6175 0.4057 0.1332
C -3.34945 -1.06238 -3.28136 0.8765 -2.7649 0.6766
O -2.33058 -0.86976 -2.59927 -1.0525 0.8433 -0.9946
N -3.55194 -2.31127 -3.86361 2.6861 1.8545 1.8239
C -2.66043 -3.43711 -3.54614 -0.5577 0.3199 -0.9283
C -4.76135 -2.56625 -4.48015 -1.8092 -1.0299 -1.3438
H -4.25540 -0.44583 -3.38767 0.6770 0.6611 0.1749
H -3.33862 -4.21677 -3.19930 0.5201 -0.1464 0.9655
H -1.80420 -3.09886 -2.96257 -0.6826 -0.1843 0.6487
H -2.20321 -3.90659 -4.41714 -0.1327 0.3914 -0.6446
H -5.10786 -1.66596 -4.98762 -0.1264 -0.3030 -0.2921
H -4.62862 -3.42042 -5.14413 0.0209 0.3904 -0.7438
H -5.57152 -2.94411 -3.85648 -0.1113 0.2532 0.7517
C -0.70281 0.11311 -5.50495 -1.7600 -0.2035 -1.0492
O -1.48830 0.04151 -6.46799 1.9861 -0.0697 0.9117
N 0.60330 -0.24963 -5.38498 -1.9935 -0.3769 -1.5455
C 1.18441 -0.01902 -4.07865 1.6092 -0.5153 -1.1465
C 1.44993 -0.69914 -6.54170 0.1690 0.0434 1.3605
H -1.12501 0.49249 -4.56154 0.4619 -0.1179 0.1665
H 1.78190 -0.88125 -3.78256 0.2639 -0.2354 -0.2015
H 0.53387 0.10708 -3.21321 -0.5582 0.6076 -0.7213
H 1.87687 0.78423 -4.33044 0.2157 0.4545 1.2627
H 0.94751 -1.12108 -7.41213 -0.6841 -0.0391 0.6308
H 2.09395 0.07216 -6.96411 -0.0895 0.4990 0.3683
H 2.11586 -1.43571 -6.09215 0.0632 -0.2353 -0.3396
C 0.46958 -3.35381 1.04312 -0.6640 0.1541 -0.2354
O 0.16606 -4.11711 1.94536 0.5856 0.0381 -0.3471
N 0.59086 -3.67267 -0.26484 1.0544 -2.1281 -1.3319
C 0.47106 -2.74678 -1.35047 -0.6275 2.9961 1.4938
C 0.81475 -5.03986 -0.72570 -0.8060 -0.0033 1.7931
H 0.63383 -2.27818 1.21120 -0.3113 0.1401 -0.0433
H -0.47271 -2.25931 -1.10598 -0.2332 0.5235 -0.9917
H 0.50023 -3.03375 -2.40161 0.1297 -0.8647 0.5184
H 1.19123 -1.94358 -1.19448 0.2548 0.1543 -0.4079
H 1.87739 -5.28097 -0.69826 0.0340 -0.0781 -0.4868
H 0.33334 -5.63260 0.05212 0.0347 -0.6359 -0.3172
H 0.32267 -5.16795 -1.68983 0.3000 -0.2539 0.1097
C 3.52451 -4.66310 2.61328 0.5931 -3.8995 3.3203
O 3.64138 -5.84920 3.09521 -0.3512 4.0870 -1.6588
N 3.40828 -3.52675 3.36949 0.6151 1.5244 -2.3038
C 3.32267 -2.27185 2.50281 -0.6269 -0.5543 1.7169
C 3.65398 -3.38014 4.82206 -0.3451 -1.3222 -0.6873
H 3.56300 -4.52096 1.52217 -0.2648 0.2688 0.2217
H 2.28510 -2.08142 2.22846 0.0504 -0.1717 -0.0137
H 3.92419 -2.31235 1.59472 0.1976 -0.1582 0.2479
H 3.58092 -1.42106 3.13335 0.3932 0.0046 -0.1423
H 3.79904 -4.40000 5.17833 -0.1445 0.0027 0.1229
H 4.55932 -2.83574 5.09054 0.0134 0.2776 -0.5058
H 2.79440 -2.95053 5.33652 -0.0325 0.0549 -0.1928
C -3.02974 -2.09269 0.73786 0.2867 0.0542 -0.6784
O -3.18605 -1.07881 0.06799 -0.6242 -0.6068 0.4143
N -3.74051 -3.23725 0.57956 0.6364 -0.9181 0.2596
C -4.68042 -3.41391 -0.51956 -0.2702 0.2597 1.0617
C -3.28085 -4.49539 1.26378 0.2083 1.3425 -0.5692
H -2.22672 -2.15868 1.48819 -0.2463 -0.0983 0.0661
H -4.79348 -2.48508 -1.07867 0.4213 -0.2007 -0.2275
H -5.65805 -3.60674 -0.07779 -0.1923 -0.2716 -0.1491
H -4.35001 -4.29588 -1.06824 -0.2094 0.2712 -0.4593
H -3.22873 -5.33699 0.57307 -0.2317 0.1620 -0.3035
H -2.24644 -4.29314 1.54162 -0.1539 -0.2833 0.6462
H -3.92432 -4.78234 2.09547 0.1453 0.2017 0.0679
C 4.03842 2.33587 5.19991 -0.1830 1.6328 -0.3516
O 3.38548 1.38442 4.88367 -0.4793 -1.8761 -0.4184
N 4.37172 3.31621 4.31220 1.8135 0.5627 1.5902
C 4.81254 4.67838 4.83258 -1.7226 0.3438 -1.7299
C 3.99437 3.19433 2.87946 -0.9804 1.2641 0.9434
H 4.25853 2.49780 6.26646 0.5492 0.4389 -0.1744
H 5.06385 5.03955 5.82983 0.7952 -1.9972 0.5955
H 3.89094 5.26033 4.82433 -0.2264 0.4795 -0.9254
H 5.52522 5.12622 4.14004 -0.0784 -0.1391 -0.0001
H 4.66287 3.68813 2.17422 0.6622 -0.6021 0.2892
H 3.67016 2.18566 2.62337 0.6514 0.0501 0.1428
H 3.11167 3.82123 2.75325 -0.4856 -0.0041 -0.0409
C 2.63360 3.09080 -0.60697 3.5550 -0.7326 -0.9333
O 3.47190 4.00477 -0.47199 -2.3859 -0.9937 0.2783
N 3.05620 1.78258 -0.74281 1.1464 -1.6588 0.6122
C 2.18132 0.74824 -1.26887 -0.3336 1.2740 0.6820
C 4.47929 1.30737 -0.78210 -0.0724 2.7183 -1.2242
H 1.55203 3.10545 -0.81238 -0.0511 0.7264 0.4259
H 1.19088 1.14844 -1.05221 -0.4879 -0.6324 -0.6580
H 2.31763 -0.19086 -0.73256 0.0455 0.0228 0.0199
H 2.38531 0.61976 -2.33188 -0.0944 -0.0797 0.2973
H 5.07591 2.20191 -0.60336 0.2067 -0.1730 0.5948
H 4.86934 0.44183 -0.24656 -1.0041 0.1043 0.6349
H 4.71980 1.13303 -1.83084 -0.1902 -0.3699 -0.2855
C -1.23227 3.44445 -2.52716 0.0155 -1.5208 -0.3395
O -1.17186 2.26144 -2.15660 0.3670 0.9966 0.1751
N -1.95400 3.81608 -3.58617 -0.9997 0.1728 0.1982
C -2.01824 5.22560 -4.03107 0.1667 -0.7878 -1.5926
C -2.85954 2.82151 -4.24349 0.1521 0.8710 -1.3142
H -0.61147 4.22457 -2.06003 -0.2156 0.1147 -0.0430
H -2.82205 5.31494 -4.76182 -0.7440 0.0302 0.7421
H -1.22911 5.41542 -4.75864 0.7985 0.1007 0.4762
H -2.04517 6.02146 -3.28677 -0.1142 -0.4906 0.2020
H -2.55089 1.77736 -4.19278 -0.0427 0.4505 0.8377
H -3.91937 2.97064 -4.03705 0.2060 -0.1824 0.9550
H -2.84708 3.02593 -5.31407 0.4713 0.2144 -0.2466
```
Positions in Å, forces in eV/Å.

Calculated values
Total charge: 0
E: -106131.7594 eV
2S+1: 5